C23H39Cl2LaN6O3 as an isolated structure in a non-equilibrium geometry. Source: OMol25; level of theory: ωB97M-V with the def2-TZVPD basis set.

```
! RIJCOSX wB97M-V def2-TZVPD def2/J DEFGRID3
* xyz 0 1
O 0.733 1.249 -2.106
C 0.396 1.418 -3.293
C 1.177 2.287 -4.133
C 1.886 3.374 -3.553
H 1.706 3.598 -2.498
C 2.779 4.138 -4.306
H 3.335 4.954 -3.839
C 2.968 3.857 -5.669
H 3.599 4.476 -6.300
C 2.331 2.750 -6.244
H 2.557 2.496 -7.286
C 1.461 1.968 -5.487
H 0.949 1.108 -5.932
H -0.414 0.502 -3.963
C -2.256 1.935 -3.583
C -1.431 0.689 -3.425
H -3.328 1.631 -3.673
H -1.953 2.553 -4.447
H -2.146 2.562 -2.662
C -1.813 -0.314 -2.603
C -3.150 -0.509 -1.968
H -1.076 -1.091 -2.367
H -3.977 -0.150 -2.627
H -3.160 0.032 -0.998
H -3.293 -1.590 -1.725
La 1.029 0.031 -0.201
Cl 0.192 2.670 0.538
Cl 2.258 -1.273 -2.380
C -1.665 0.433 1.733
O -0.912 -0.392 1.137
N -2.144 0.236 2.945
C -1.886 -1.010 3.655
C -3.017 1.214 3.575
H -1.891 1.388 1.253
H -1.209 -1.616 3.034
H -2.843 -1.523 3.826
H -1.436 -0.768 4.628
H -3.041 2.065 2.887
H -2.638 1.513 4.557
H -4.021 0.804 3.734
H 0.125 -5.755 0.995
H 2.497 -6.086 -0.736
C -0.104 -4.980 0.253
C 1.857 -5.359 -1.278
N 1.132 -4.490 -0.353
H -0.637 -4.161 0.730
C 1.558 -3.258 -0.144
O 0.887 -2.377 0.475
H 2.499 -4.714 -1.899
H 2.512 -3.009 -0.623
H -0.712 -5.429 -0.543
H 1.145 -5.915 -1.912
C 2.709 1.588 2.220
N 2.891 0.387 1.366
C 2.784 -0.819 2.240
N 3.780 -0.803 3.323
C 3.599 0.431 4.117
N 3.723 1.648 3.295
C 5.065 1.639 2.668
N 5.305 0.438 1.835
C 4.263 0.429 0.772
C 5.119 -0.760 2.683
H 1.705 1.545 2.668
H 2.783 2.485 1.596
H 2.955 -1.722 1.640
H 1.776 -0.839 2.692
H 4.387 0.450 4.881
H 2.598 0.410 4.579
H 5.156 2.529 2.030
H 5.806 1.642 3.479
H 4.401 -0.452 0.125
H 4.364 1.355 0.189
H 5.863 -0.742 3.488
H 5.229 -1.660 2.058
*
```

HOMO level (spin up / spin down) in eV: -4.49 / -4.33
Kohn-Sham gap (spin up / spin down) in eV: 4.441 / 4.278
Energy relative to the best compared isomer or geometry (same formula, charge and spin) in kcal per mole: 71.7

One molecule with the formula C3H2N2O2. Source: OMol25; level of theory: ωB97M-V with the def2-TZVPD basis set.

```
! RIJCOSX wB97M-V def2-TZVPD def2/J DEFGRID3
* xyz 0 1
N -0.695 2.585 -0.768
C -0.134 1.580 -0.314
C 0.754 0.785 0.201
N 1.269 -0.265 0.634
C 0.404 -1.406 0.586
O -0.629 -1.445 -0.321
O 0.590 -2.284 -0.449
H -1.649 2.383 -1.080
H 0.208 -1.821 1.574
*
```

HOMO level in eV: -9.13
Kohn-Sham gap in eV: 8.061
Energy relative to the best compared isomer or geometry (same formula, charge and spin) in kcal per mole: 144.5
Structure (SMILES): N=C=C=NC1OO1

C25H20IN3NiO2 as an isolated structure. Source: OMol25; level of theory: ωB97M-V with the def2-TZVPD basis set.

```
! RIJCOSX wB97M-V def2-TZVPD def2/J DEFGRID3
* xyz 0 1
Ni -0.286 -0.776 -0.347
C 3.545 -1.356 -2.639
C 3.328 -0.019 -2.002
N 4.316 0.822 -1.922
C 4.124 2.044 -1.347
C 2.922 2.452 -0.857
C 2.744 3.817 -0.249
O 3.983 4.501 -0.224
C 1.823 1.541 -0.907
C 0.502 1.977 -0.588
N -0.524 1.201 -0.441
C -1.812 1.820 -0.327
C -1.968 3.081 0.257
C -3.210 3.674 0.373
C -4.339 3.014 -0.091
C -4.209 1.758 -0.652
C -2.959 1.156 -0.762
I -2.905 -0.745 -1.614
C 2.013 0.269 -1.467
O 1.113 -0.640 -1.585
H 4.575 -1.431 -2.976
H 2.867 -1.492 -3.485
H 3.322 -2.161 -1.936
H 4.986 2.691 -1.304
H 2.343 3.715 0.768
H 2.011 4.387 -0.838
H 3.837 5.380 0.134
H 0.343 3.052 -0.568
H -1.105 3.593 0.661
H -3.294 4.648 0.837
H -5.317 3.468 -0.006
H -5.082 1.229 -1.008
C -2.070 -0.351 3.499
C -2.115 -1.672 3.923
C -1.645 -2.660 3.083
C -1.139 -2.320 1.831
N -1.115 -1.031 1.417
C -1.563 -0.082 2.245
C -0.594 -3.260 0.844
C -0.557 -4.643 1.011
C -0.054 -5.431 -0.009
C 0.402 -4.832 -1.181
C 0.370 -3.454 -1.333
C -0.125 -2.638 -0.317
H -2.418 0.460 4.122
H -2.507 -1.925 4.899
H -1.657 -3.696 3.386
H -1.511 0.934 1.885
H -0.918 -5.111 1.919
H -0.018 -6.507 0.103
H 0.793 -5.453 -1.978
H 0.752 -2.997 -2.238
*
```

HOMO level (spin up / spin down) in eV: -7.53 / -7.53
Kohn-Sham gap (spin up / spin down) in eV: 7.206 / 7.204
Energy relative to the best compared isomer or geometry (same formula, charge and spin) in kcal per mole: 0.0

One molecule with the formula C18H19N5O4S in a non-equilibrium geometry. Source: OMol25; level of theory: ωB97M-V with the def2-TZVPD basis set.

```
! RIJCOSX wB97M-V def2-TZVPD def2/J DEFGRID3
* xyz 0 1
C 1.587 -0.055 5.280
C 0.793 0.315 4.079
S 0.976 1.883 3.352
C -0.182 1.482 2.145
N -0.557 2.315 1.159
N -1.372 1.908 0.304
N -1.880 0.676 0.353
C -2.797 0.367 -0.727
C -2.056 0.271 -2.066
O -2.085 1.205 -2.841
N -1.399 -0.875 -2.359
C -1.207 -2.041 -1.528
C 0.241 -2.052 -0.966
N 1.015 -1.048 -1.663
C 1.299 0.102 -0.986
O 1.280 0.115 0.240
C 1.629 1.338 -1.697
C 1.910 2.543 -1.097
C 2.061 3.480 -2.137
C 1.860 2.787 -3.293
O 1.601 1.499 -3.043
C 0.903 -1.204 -3.092
C -0.544 -0.883 -3.533
C -1.629 -0.283 1.339
O -2.190 -1.368 1.302
C -0.680 0.189 2.315
C -0.114 -0.477 3.430
C -0.450 -1.870 3.844
H 2.246 -0.893 5.053
H 0.927 -0.361 6.092
H 2.191 0.785 5.613
H -3.495 1.202 -0.828
H -3.332 -0.548 -0.467
H -1.374 -2.922 -2.158
H -1.917 -2.070 -0.704
H 0.253 -1.805 0.096
H 0.703 -3.034 -1.104
H 1.978 2.717 -0.043
H 2.281 4.522 -2.039
H 1.871 3.090 -4.322
H 1.619 -0.570 -3.608
H 1.146 -2.249 -3.314
H -0.908 -1.628 -4.247
H -0.609 0.107 -3.985
H -1.214 -2.274 3.187
H -0.815 -1.885 4.871
H 0.436 -2.502 3.793
*
```

HOMO level in eV: -8.35
Kohn-Sham gap in eV: 8.500
Energy relative to the best compared isomer or geometry (same formula, charge and spin) in kcal per mole: 1.5
Structure (SMILES): Cc1sc2nnn(CC(=O)N3CCN(C(=O)c4ccco4)CC3)c(=O)c2c1C

A 5-piece molecular cluster, C32H76NO17P4 overall in a non-equilibrium geometry. Source: OMol25; level of theory: ωB97M-V with the def2-TZVPD basis set.

```
! RIJCOSX wB97M-V def2-TZVPD def2/J DEFGRID3
* xyz 1 1
C -0.266 -5.721 6.887
C -0.690 -4.363 6.773
N -1.646 -3.161 6.784
O -2.796 -3.381 6.119
C -3.472 -4.606 6.601
C -5.113 -4.496 6.313
C -5.800 -5.981 6.418
C -5.853 -3.322 7.183
C -6.742 -2.260 6.260
C -6.810 -3.853 8.403
H 0.094 -6.859 6.926
H -1.122 -2.393 6.272
H -1.916 -2.875 7.762
H -3.102 -5.480 5.878
H -3.265 -4.850 7.739
H -5.191 -4.174 5.167
H -5.700 -6.389 7.532
H -5.133 -6.726 5.766
H -6.888 -6.054 5.989
H -5.000 -2.657 7.676
H -7.693 -2.799 5.788
H -6.032 -1.798 5.425
H -7.174 -1.370 6.927
H -7.961 -3.818 8.087
H -6.491 -4.871 8.882
H -6.718 -3.041 9.274
O -0.358 -1.716 3.345
P 0.103 -2.918 2.483
O 0.814 -1.943 1.338
C 1.758 -0.961 1.733
C 3.146 -1.558 1.829
O -1.382 -3.116 1.755
C -2.541 -3.074 2.578
C -3.258 -1.748 2.390
O 0.617 -4.260 1.521
C 0.540 -4.243 0.100
C 1.948 -4.283 -0.468
H 1.484 -0.485 2.677
H 1.753 -0.177 0.968
H 3.158 -2.416 2.508
H 3.863 -0.813 2.186
H 3.481 -1.911 0.849
H -2.281 -3.239 3.629
H -3.200 -3.894 2.277
H -2.574 -0.897 2.471
H -4.056 -1.628 3.129
H -3.699 -1.694 1.391
H -0.010 -3.378 -0.281
H -0.018 -5.134 -0.215
H 2.698 -3.983 0.270
H 2.032 -3.635 -1.345
H 2.202 -5.298 -0.786
O 2.619 -0.495 -3.096
P 2.077 0.407 -4.231
O 2.823 1.768 -3.631
C 4.214 1.749 -3.355
C 5.013 2.077 -4.599
O 0.584 0.606 -3.520
C -0.060 -0.544 -2.987
C 0.035 -0.531 -1.470
O 1.471 1.415 -5.500
C 0.997 2.734 -5.253
C 1.914 3.723 -5.950
H 4.536 0.792 -2.939
H 4.405 2.510 -2.591
H 4.761 1.396 -5.418
H 6.086 2.008 -4.398
H 4.794 3.093 -4.939
H 0.368 -1.461 -3.404
H -1.111 -0.513 -3.289
H 1.057 -0.344 -1.126
H -0.308 -1.481 -1.050
H -0.581 0.273 -1.059
H 0.917 2.960 -4.186
H -0.018 2.807 -5.666
H 2.887 3.284 -6.191
H 2.068 4.612 -5.331
H 1.471 4.055 -6.893
O 5.644 1.220 -8.504
P 5.727 1.234 -10.050
O 6.240 2.816 -10.101
C 7.363 3.220 -9.335
C 8.649 2.966 -10.092
O 4.094 1.494 -10.253
C 3.192 0.721 -9.471
C 2.614 1.575 -8.356
O 5.819 1.250 -11.778
C 5.391 2.369 -12.545
C 6.596 2.975 -13.243
H 7.394 2.728 -8.360
H 7.260 4.295 -9.146
H 8.728 1.916 -10.390
H 9.516 3.227 -9.479
H 8.683 3.568 -11.005
H 3.686 -0.172 -9.074
H 2.386 0.378 -10.127
H 3.394 2.113 -7.807
H 2.047 0.962 -7.649
H 1.947 2.336 -8.768
H 4.870 3.118 -11.943
H 4.669 2.007 -13.289
H 7.538 2.673 -12.774
H 6.534 4.067 -13.246
H 6.639 2.647 -14.285
O -4.394 5.013 5.807
P -3.335 3.971 5.372
O -4.165 2.703 6.061
C -5.529 2.493 5.739
C -5.662 1.662 4.481
O -2.306 4.313 6.636
C -2.057 5.679 6.943
C -2.817 6.072 8.198
O -2.152 2.806 4.885
C -1.739 1.748 5.742
C -2.171 0.426 5.132
H -6.076 3.432 5.632
H -5.983 1.955 6.579
H -5.124 2.123 3.647
H -6.714 1.546 4.203
H -5.238 0.665 4.633
H -2.322 6.324 6.099
H -0.982 5.796 7.112
H -3.868 5.769 8.152
H -2.770 7.153 8.360
H -2.390 5.572 9.072
H -2.127 1.854 6.759
H -0.645 1.786 5.818
H -2.965 0.555 4.389
H -2.518 -0.265 5.907
H -1.330 -0.052 4.621
*
```

HOMO level in eV: -10.56
Kohn-Sham gap in eV: 5.809